{
  "formula": "CBrN3O2",
  "method": "ωB97M-V with the def2-TZVPD basis set",
  "elements": ["N", "O", "N", "Br", "C", "O", "N"],
  "xyz": [[1.26516, 1.83582, -1.64549], [0.49809, -1.07690, 0.91725], [-0.47513, 0.31077, -0.69065], [-3.13093, -0.52655, 0.46789], [0.50531, 1.06994, -1.23956], [-1.35080, -0.74079, 1.04804], [-0.38303, -0.48894, 0.25237]],
  "forces_ev_per_a": [[-0.24, -0.23, -0.13], [2.44, 1.18, -2.90], [-0.85, 0.78, -0.85], [0.44, 0.22, -0.06], [0.16, -1.22, 1.04], [-6.68, -0.33, 1.00], [4.73, -0.40, 1.91]],
  "total_charge": 0,
  "lumo_ev": -1.966,
  "relative_energy_kcal_mol": 39.28,
  "smiles": "N#C/N=[N+](\\[O-])OBr",
  "homo_ev": -11.3
}